Here is one molecule with the formula C3H7I2NS in a non-equilibrium geometry from OMol25. Energies are from ωB97M-V/def2-TZVPD.

```
! wB97M-V def2-TZVPD RIJCOSX def2/J DEFGRID3
* xyz 0 1
C -0.6119 -0.1615 -1.6786
C 0.7212 -0.2423 0.9040
C -1.3620 -0.0506 -0.3798
N -0.6096 -0.5635 0.8576
S -1.3792 -0.3964 2.4102
I -3.2987 -1.0339 -0.2247
I -1.9116 2.0434 0.1642
H -1.3461 0.0150 -2.4941
H -0.1307 -1.1118 -1.5525
H 0.1878 0.5930 -1.7461
H 0.8406 0.8018 0.8561
H 1.2100 -0.8250 1.6806
H 1.1061 -0.6810 -0.0648
H -0.7459 0.8400 2.4004
*
```

The value obtained for the LUMO energy is -0.00604 hartree. Its energy is -1166.7598 Eh. As for the HOMO energy: -8.71 eV. The calculation puts the frontier orbital gap at 8.55 eV.